Here is a cluster of 3 separate species, C29H48Br2N4O5 in total from OMol25. Energies are from ωB97M-V/def2-TZVPD.

Results
E_LUMO   -0.50 eV
DFT total energy   -187114.834 eV
HOMO energy   -8.70 eV
Molecular weight   692.5 g mol⁻¹
Kohn-Sham gap   8.195 eV
SMILES string   CC[C@H](Br)[C@](C#N)(CC(=O)Br)[C@H](C#N)Cc1cccc(C)c1.COCCNCCOC.COCCNCCOC

```
88
Properties=species:S:1:pos:R:3:forces:R:3:mulliken_charge:R:1
C -1.587767 2.029849 -1.388504 0.2 -1.7 0.5 -0.99
C -0.431459 2.163816 -0.187325 -1.6 0.1 0.6 -0.27
C 0.200210 3.671322 -0.068592 -0.3 -1.3 0.1 -0.37
Br -1.290607 4.957672 -0.602618 0.9 -0.4 1.0 -0.10
C 1.440699 3.991945 -1.091884 -1.2 1.2 -0.8 1.30
C 0.728016 4.475959 -2.525925 -0.8 2.2 -9.0 -0.28
N 0.435364 4.848399 -3.755349 2.6 -3.6 11.7 -0.60
C 2.464804 2.741462 -1.360555 0.6 -1.4 -0.6 -0.37
C 2.153756 1.919891 -2.783753 3.1 3.2 -6.8 0.11
O 2.645345 2.340529 -3.982542 -3.4 -2.9 8.8 -0.49
Br 1.075094 0.208746 -2.868501 1.1 1.7 0.4 -0.13
C 2.179930 5.359398 -0.507300 1.0 0.9 -1.4 0.06
C 2.797026 6.188612 -1.822159 4.7 3.2 -6.9 -0.10
N 3.408316 6.722358 -2.859356 -5.8 -5.0 10.0 -0.50
C 3.453482 5.064095 0.478667 0.7 0.4 1.1 -0.87
C 3.129952 4.121133 1.779093 -0.3 -3.1 3.0 0.43
C 2.224136 4.524138 3.084585 2.0 -4.1 -0.5 -0.43
C 2.039134 3.394203 4.298358 1.8 -0.8 -2.4 -0.32
C 2.748623 1.907582 4.286344 0.8 2.6 -3.4 -0.49
C 3.689517 1.516363 3.001995 -1.3 3.4 -0.3 0.59
C 4.508575 0.079879 2.819495 -0.8 0.6 -0.7 -0.87
C 3.828523 2.615038 1.793269 -1.6 0.8 2.5 -0.54
H -1.255904 2.517209 -2.399165 -0.8 -0.9 2.0 0.27
H -1.707012 0.854006 -1.555668 0.2 2.6 0.1 0.23
H -2.658573 2.388130 -1.014461 2.6 -0.5 -0.9 0.38
H 0.362536 1.295692 -0.232575 -1.4 2.0 -0.1 0.07
H -1.040060 1.980018 0.823148 1.5 0.5 -2.1 0.35
H 0.409204 3.903625 1.058852 0.0 -0.3 -2.4 0.25
H 3.609743 3.065218 -1.458234 -2.8 -0.4 0.0 0.33
H 2.432551 1.916745 -0.519153 -0.2 2.0 -1.5 0.31
H 1.398859 6.097980 0.002073 1.6 -1.8 -1.2 0.48
H 3.843268 6.111320 0.896127 -1.0 -2.2 -1.0 0.49
H 4.391503 4.610420 -0.103906 -2.3 0.9 1.2 0.32
H 1.723547 5.578902 3.162256 1.0 -2.3 -0.1 0.31
H 1.352287 3.687859 5.224107 1.7 -0.7 -2.3 0.28
H 2.626232 1.102959 5.154254 0.2 2.2 -2.0 0.29
H 3.732838 -0.741803 2.479238 1.6 1.6 0.9 0.13
H 5.279456 0.178247 1.913409 -1.6 0.0 2.2 0.26
H 5.064962 -0.265509 3.789807 -1.2 0.8 -1.9 0.34
H 4.519613 2.319472 0.868544 -1.6 0.7 2.2 0.07
C -7.892222 -1.325661 -1.390411 0.0 -0.2 -0.3 -0.71
O -7.948068 -1.132083 -2.797260 -0.2 0.4 0.4 -0.33
C -8.383827 0.180630 -3.173180 0.3 0.0 -0.6 -0.78
C -7.223617 0.985564 -3.779048 -0.1 -0.2 0.7 -0.19
N -6.232990 1.344770 -2.761146 0.1 -0.2 -0.1 -0.35
C -4.974040 1.861498 -3.308514 0.0 -0.3 0.0 -0.30
C -4.151005 0.921375 -4.216071 0.4 0.4 0.4 -0.65
O -3.579708 -0.196503 -3.528727 -0.4 0.1 -0.4 -0.39
C -4.464996 -1.296364 -3.361335 0.5 0.0 0.1 -0.61
H -7.738280 -2.391294 -1.200169 0.0 0.1 -0.1 0.23
H -7.053744 -0.778973 -0.955161 0.0 0.1 0.2 0.30
H -8.828481 -1.020603 -0.911461 0.1 0.0 0.0 0.34
H -8.856558 0.714864 -2.339215 0.2 -0.1 0.0 0.40
H -9.146457 0.042231 -3.946754 0.0 0.0 0.0 0.39
H -7.618265 1.900490 -4.234503 0.0 0.0 0.0 0.38
H -6.776684 0.375294 -4.567996 -0.2 -0.1 -0.2 0.17
H -6.012674 0.521666 -2.202522 -0.2 0.3 -0.2 0.06
H -4.347983 2.136895 -2.452264 0.0 0.0 -0.2 0.09
H -5.183058 2.787553 -3.855952 0.0 -0.1 0.0 0.39
H -3.296636 1.501652 -4.587704 -0.1 -0.1 0.1 0.41
H -4.699243 0.596551 -5.105117 -0.1 -0.1 0.1 0.40
H -5.166247 -1.400747 -4.192858 -0.1 0.1 0.1 0.30
H -4.996850 -1.203099 -2.414886 -0.3 -0.1 0.0 0.20
H -3.863957 -2.206515 -3.303954 0.0 0.1 -0.1 0.31
C 5.152962 -3.597303 1.580632 -0.1 0.2 0.3 -0.91
O 3.843889 -3.229472 1.993965 0.2 -0.2 -0.5 -0.20
C 2.829701 -3.573695 1.041414 -0.5 -0.1 0.4 -0.78
C 1.953966 -4.720111 1.570466 0.7 0.0 -0.2 -0.24
N 2.691524 -5.985611 1.602359 0.0 0.1 0.2 -0.33
C 2.017972 -7.051165 2.352356 0.2 0.1 0.2 -0.66
C 1.758726 -6.811795 3.855809 0.2 -0.6 -0.1 -0.47
O 2.947152 -6.781838 4.652815 -0.5 0.4 -0.3 -0.44
C 3.610384 -5.524336 4.669040 0.1 -0.4 0.2 -0.52
H 5.868057 -3.134309 2.266007 -0.2 0.0 0.0 0.25
H 5.287361 -4.679340 1.630502 0.1 -0.1 -0.2 0.37
H 5.363376 -3.239135 0.567480 0.0 -0.1 0.0 0.37
H 3.249922 -3.806036 0.054596 0.1 -0.1 0.2 0.42
H 2.199950 -2.685109 0.927372 0.0 -0.1 0.0 0.34
H 1.076714 -4.832113 0.923810 0.1 0.0 0.0 0.40
H 1.609996 -4.437473 2.568672 -0.2 0.2 0.0 0.16
H 3.602067 -5.832230 2.033036 -0.3 0.0 -0.2 0.07
H 2.642153 -7.946772 2.256219 -0.1 0.1 0.1 0.37
H 1.064970 -7.277882 1.861090 0.0 0.1 0.1 0.39
H 1.184176 -7.671987 4.222883 0.1 0.1 0.0 0.35
H 1.135374 -5.933788 4.048197 0.1 0.2 0.0 0.34
H 2.916454 -4.683144 4.598788 0.0 0.0 -0.1 0.27
H 4.349616 -5.485063 3.869463 0.0 0.3 -0.1 0.14
H 4.153406 -5.442361 5.613140 -0.1 -0.1 0.0 0.34
```
Forces are in eV/Å.

Here is a structure of composition C3H4O2Zn from OMol25. Energies are from ωB97M-V/def2-TZVPD.

Results
E_LUMO (spin up / spin down)   -12.60 / -12.60 eV
DFT total energy   -55661.119 eV
HOMO energy (spin up / spin down)   -21.08 / -21.08 eV
Molecular weight   137.5 g mol⁻¹
Kohn-Sham gap (spin up / spin down)   8.474 / 8.474 eV
Charge   +2

```
10
Properties=species:S:1:pos:R:3:forces:R:3:mulliken_charge:R:1
O 1.981767 0.010232 0.181221 -1.5 1.4 1.7 -0.06
Zn 0.354279 1.142825 -0.010172 -0.6 -0.8 0.0 0.97
O 3.471763 0.533648 0.223960 -0.8 0.2 0.4 0.12
C 3.081782 -0.395068 -0.507987 2.5 -1.5 -2.0 0.29
C -1.123741 -0.720379 0.285356 1.1 -0.8 0.6 -0.41
C -1.800185 0.317061 -0.248650 -0.1 1.8 -0.6 -0.51
H -0.653925 -1.476561 -0.350363 -0.2 0.0 0.1 0.40
H -1.067285 -0.861041 1.368779 -0.1 -0.1 -0.2 0.37
H -1.915133 0.417832 -1.332660 -0.2 -0.1 0.2 0.39
H -2.329323 1.031450 0.390520 -0.1 -0.2 -0.1 0.43
```
Forces are in eV/Å.